(1)
Molecular formula: C9H12N5O4Sc
Method: DFT, the ωB97M-V functional and the def2-TZVPD basis

Element x y z (Å)
H: 4.354 2.781 -2.138
H: 5.122 2.130 -0.698
C: 1.219 4.740 1.492
H: -2.960 -4.196 -0.316
C: 3.052 3.972 0.167
N: -2.329 -1.834 0.412
N: -2.063 -3.877 -0.650
N: -1.783 -0.569 0.691
H: -2.409 0.154 0.344
O: 1.448 -2.036 -1.689
H: -1.512 -4.501 -1.224
O: 0.349 -3.895 -1.942
H: -1.689 -0.456 1.698
H: 0.758 5.517 2.088
C: -1.617 -2.679 -0.348
O: 0.459 1.380 0.379
C: 1.122 2.545 0.552
N: 0.462 -2.799 -1.508
H: -0.428 3.385 1.759
H: 4.649 1.029 -2.015
N: -0.439 -2.136 -0.730
C: 2.398 2.737 -0.043
C: 4.373 1.922 -1.464
Sc: 0.766 -0.248 -0.519
H: -3.236 -2.095 0.777
H: 2.981 5.903 1.076
O: 2.479 0.601 -1.050
H: 4.024 4.146 -0.273
C: 2.472 4.962 0.923
C: 0.542 3.543 1.312
C: 3.038 1.732 -0.838

## Properties
Strongest force on any atom   0.6 eV Å⁻¹
Net charge   +2
Total energy   -45853.5227 eV
Kohn-Sham gap   7.40 eV

***

(2)
Molecular formula: C9H12NO
Method: DFT, the ωB97M-V functional and the def2-TZVPD basis

Element x y z (Å)
C: -2.129 0.867 0.447
C: 1.338 -1.493 1.844
H: 1.243 3.139 -0.921
H: 0.095 0.192 2.358
H: -2.590 -0.434 -1.406
H: -2.455 0.272 1.262
C: -2.281 0.575 -1.004
H: -2.494 1.862 0.675
N: -0.743 0.848 -0.027
H: 0.353 2.172 -2.067
C: 1.395 -2.184 -0.413
C: 1.845 -2.305 0.857
C: 0.015 -0.221 0.317
H: 0.114 -1.169 -1.803
H: -2.667 1.388 -1.716
H: 1.811 -2.847 -1.180
C: 0.435 -1.113 -0.731
C: 0.781 2.203 -1.155
O: -0.240 2.084 -0.175
H: 1.659 -1.684 2.826
H: 1.423 1.394 -0.957
H: 2.570 -3.076 1.339
C: 0.524 -0.469 1.633

## Properties
Strongest force on any atom   6.5 eV Å⁻¹
Net charge   +1
Total energy   -13053.2777 eV
Kohn-Sham gap   9.23 eV

***

(3)
Molecular formula: C9H12NO4S
Method: DFT, the ωB97M-V functional and the def2-TZVPD basis

Element x y z (Å)
H: -1.019 -1.589 3.152
C: -0.889 -1.841 2.155
O: -1.249 -3.065 -0.711
C: 2.964 0.100 -0.096
O: -2.753 -1.233 -0.397
H: -2.737 1.053 -1.432
C: -1.463 -0.661 0.245
H: 0.143 -1.848 1.793
O: 3.038 -2.312 -0.755
H: 0.623 -0.573 -1.525
H: -2.276 1.965 -0.029
N: 1.643 -1.284 0.841
H: 3.858 0.257 0.471
C: 1.845 0.154 1.006
C: -0.834 0.533 -0.386
C: -1.636 -2.003 -0.355
H: 2.817 0.811 -0.949
C: 2.478 -1.396 -0.172
C: -1.910 1.512 -0.970
C: -0.217 -0.064 -1.714
H: -0.861 -0.782 -2.173
H: -1.330 2.308 -1.508
O: -1.563 -0.654 1.624
S: 0.426 1.370 0.627
H: -1.578 -2.645 1.990
H: 2.251 0.365 1.943
H: 0.053 0.493 -2.577

## Properties
Strongest force on any atom   4.5 eV Å⁻¹
Net charge   -1
Total energy   -30040.3865 eV
Kohn-Sham gap   7.51 eV

***

(4)
Molecular formula: C9H12NOPS
Method: DFT, the ωB97M-V functional and the def2-TZVPD basis

Element x y z (Å)
H: -2.591 1.402 1.470
C: 2.569 -1.296 0.142
O: -2.563 1.259 -1.295
H: 0.937 1.537 -0.035
H: -2.544 -0.135 2.343
H: -4.307 -0.140 0.734
S: -0.343 -2.854 0.617
C: -2.888 -0.111 -1.113
C: 1.729 0.957 -0.184
C: 1.557 -0.378 0.152
C: -2.241 0.376 1.299
C: 3.895 -0.847 -0.176
H: -2.945 -1.444 0.552
H: 3.242 2.465 -0.684
H: -1.944 -0.598 -1.392
N: -0.843 0.405 0.986
H: -3.218 1.955 -1.203
P: -0.055 -0.936 0.639
H: -3.609 -0.376 -1.894
C: 3.035 1.380 -0.473
C: -3.237 -0.338 0.349
H: 4.804 -1.356 -0.015
H: 5.035 0.865 -0.771
C: 4.090 0.473 -0.512
H: 2.433 -2.264 0.464

## Properties
Strongest force on any atom   4.8 eV Å⁻¹
Net charge   0
Total energy   -33187.7523 eV
SMILES string   OCCCN=P(=S)c1ccccc1
Kohn-Sham gap   8.66 eV

***

(5)
Molecular formula: C9H12NP
Method: DFT, the ωB97M-V functional and the def2-TZVPD basis

Element x y z (Å)
C: 0.238 -1.259 1.255
H: 0.679 -1.281 -2.778
H: 2.645 -2.250 -1.713
H: -0.252 -1.768 2.192
H: -1.653 -1.174 -2.501
H: -1.503 0.366 -3.264
H: -2.219 2.780 2.966
H: -0.409 2.495 0.443
C: 0.925 -1.079 -1.761
H: 3.580 -1.244 0.182
C: -1.731 3.071 2.031
N: -0.845 0.853 1.603
C: 1.715 -1.020 1.208
C: -1.600 -0.099 -2.209
P: -0.059 0.363 -1.296
C: -0.383 0.045 0.792
H: -0.213 -1.965 0.497
H: -2.522 0.258 -1.695
H: 2.059 -0.440 2.148
C: 1.988 -1.611 -1.157
C: 2.445 -1.362 0.169
C: -1.038 2.221 1.268
H: -1.847 4.100 1.618

## Properties
Strongest force on any atom   3.3 eV Å⁻¹
Net charge   0
Total energy   -20302.5966 eV
SMILES string   C=C/N=C1/CC=CC=CP1C
Kohn-Sham gap   8.24 eV

***

(6)
Molecular formula: C9H12NP
Method: DFT, the ωB97M-V functional and the def2-TZVPD basis

Element x y z (Å)
C: -4.262 0.237 -0.015
H: 3.145 -0.187 1.610
H: -5.286 0.053 -0.113
H: -3.878 -0.173 -2.023
H: -1.692 1.210 2.164
C: 3.445 0.117 0.602
C: -2.238 0.844 1.297
H: -4.140 0.692 2.202
H: 0.850 -1.372 0.662
H: 3.922 -0.689 0.161
C: 2.091 0.260 -0.149
C: -3.632 0.603 1.197
H: 2.847 1.395 -1.801
C: -3.491 0.100 -1.149
N: 2.025 1.119 -1.264
C: 1.304 -0.996 -0.330
C: -2.141 0.490 -1.084
H: -1.616 0.469 -1.993
H: 0.282 -0.932 -0.910
H: 1.874 -1.689 -0.872
P: 1.095 1.847 0.003
H: 3.963 0.991 0.570
C: -1.547 0.839 0.081

## Properties
Strongest force on any atom   4.8 eV Å⁻¹
Net charge   0
Total energy   -20301.8691 eV
Kohn-Sham gap (alpha / beta)   7.51 / 7.96 eV